C7H12O3 | ωB97M-V/def2-TZVPD

The geometry in XYZ format:
```
22
C7H12O3 | OMol25 | ωB97M-V/def2-TZVPD
C -1.8894 -0.6643 1.2440
C -2.0729 0.6347 0.4871
C -0.8664 1.4380 0.1244
O -0.9455 2.6046 -0.2132
C 0.5006 0.7535 0.1589
O 1.2148 0.8085 -1.4214
C 1.3680 1.1861 1.3088
O 2.1612 1.9052 0.3963
C -3.3265 1.4450 0.7613
C -3.2054 0.7203 -0.5304
H -2.8610 -1.0276 1.6028
H -1.2386 -0.5288 2.1194
H -1.4607 -1.4511 0.6095
H 0.3715 -0.3374 0.2260
H 1.5650 -0.0697 -1.5899
H 0.8319 1.8415 2.0106
H 1.9330 0.3597 1.7545
H 2.2546 1.5840 -0.7368
H -3.2241 2.5300 0.7505
H -3.9937 1.0434 1.5244
H -3.7819 -0.1933 -0.6797
H -3.0144 1.3048 -1.4307
```

Computed properties:
- Charge: 0
- Orbital gap: 9.72 eV
- SMILES string: CC1(C(=O)[C@@H](O)CO)CC1
- Molar mass: 144.2 g mol⁻¹
- Highest occupied orbital energy: -9.327 eV
- Energy relative to the best compared isomer or geometry (same formula, charge and spin): 416.64 kJ/mol
- E: -13591.7560 eV